Record 1
Formula: C12H32NO9P
Source: OMol25
Level of theory: ωB97M-V/def2-TZVPD

Charge ... 0
HOMO ... -8.83 eV
Kohn-Sham gap ... 9.17 eV
Electronic energy ... -1549.377370 Eh

```
55
Properties=species:S:1:pos:R:3:forces:R:3:nbo_charge:R:1
C -2.4704 0.4603 3.4336 -0.89 -0.05 0.12 -0.658
C -3.7482 -0.0107 2.4836 0.11 0.18 1.61 -0.081
O -3.2833 -0.7721 1.3091 -0.78 3.22 0.04 -0.564
C -2.9569 0.2039 0.2177 1.44 -0.53 0.18 -0.111
C -1.4084 -0.2109 -0.2578 -0.65 0.90 1.42 -0.153
O -1.4196 -0.7510 -1.6519 -0.55 -1.82 3.97 -0.229
O -0.9918 0.2391 -2.4199 4.23 3.85 -2.61 -0.250
C 0.4619 0.1202 -2.6181 3.17 -7.27 -2.27 0.841
O 0.9217 -1.0950 -3.0217 -2.87 7.63 2.74 -0.588
N 1.4996 1.1911 -2.3656 -2.20 -1.50 -3.21 -0.765
C 2.8575 0.8402 -2.9361 2.37 -0.07 -0.08 -0.452
P 0.9881 2.8056 -2.9206 -1.16 3.73 1.00 1.398
O 2.2731 3.5955 -3.8341 -0.95 -1.02 1.23 -0.990
O -0.3710 2.7551 -4.0075 1.39 0.73 1.06 -0.978
H -1.6724 -0.3965 3.4773 -1.54 1.92 -0.28 0.234
H -2.8389 0.6228 4.5524 0.71 -0.32 -2.49 0.224
H -2.0527 1.4812 3.0408 -0.47 -2.07 0.67 0.194
H -4.4346 -0.7003 3.1360 1.35 1.08 -1.44 0.193
H -4.3920 0.9451 2.2128 1.28 -2.01 0.26 0.170
H -3.7367 0.0933 -0.6585 1.68 0.27 1.71 0.209
H -2.8955 1.3180 0.6394 -0.33 -2.49 -0.96 0.195
H -0.9642 -1.0001 0.5194 -1.18 1.50 -2.02 0.222
H -0.7540 0.7843 -0.1826 -1.31 -2.30 -0.50 0.222
H 3.3155 -0.1635 -2.4885 -1.51 2.15 -1.14 0.257
H 2.8862 0.8670 -4.1163 -0.17 -0.42 2.50 0.227
H 3.6059 1.6993 -2.5837 -1.79 -1.77 -0.71 0.217
H 2.6176 4.3301 -3.2458 -0.80 -1.37 -0.81 0.503
H -0.8889 3.6133 -3.8081 1.35 -2.02 -0.28 0.511
C 1.5671 -3.5646 -6.3426 -0.13 0.08 -0.21 -0.633
C 2.7226 -4.3299 -5.7315 -0.29 0.17 0.18 -0.059
O 3.1586 -3.6837 -4.5447 0.03 -0.02 0.35 -0.724
H 1.8657 -2.5369 -6.5738 0.02 -0.17 0.00 0.212
H 1.2221 -4.0474 -7.2613 -0.04 0.06 0.06 0.206
H 0.7291 -3.5025 -5.6407 0.04 -0.08 -0.08 0.207
H 3.5657 -4.3706 -6.4276 0.00 0.04 0.24 0.172
H 2.4283 -5.3547 -5.4855 -0.01 -0.10 -0.21 0.152
H 2.4052 -3.6601 -3.9300 0.38 0.12 -0.31 0.469
C -0.5769 -3.1138 6.7085 -0.03 -0.26 0.07 -0.632
C -0.5225 -2.2254 5.4830 0.09 0.01 0.37 -0.065
O -1.2520 -1.0300 5.7177 0.08 0.30 0.36 -0.725
H -1.6138 -3.3607 6.9590 0.13 0.00 -0.13 0.214
H -0.0230 -4.0420 6.5422 -0.03 0.06 0.09 0.213
H -0.1528 -2.6009 7.5779 0.09 -0.07 -0.09 0.196
H -0.9672 -2.7332 4.6219 -0.04 0.23 0.07 0.181
H 0.5102 -1.9633 5.2337 0.07 -0.19 -0.09 0.157
H -0.8441 -0.5823 6.4788 -0.23 -0.25 -0.40 0.463
C 1.2568 3.7741 2.2814 0.19 -0.04 0.12 -0.634
C 0.5308 3.8553 0.9547 0.05 0.08 0.33 -0.064
O -0.6852 3.1250 1.0217 -0.48 -0.10 0.05 -0.730
H 1.4695 2.7318 2.5405 0.01 0.13 -0.12 0.214
H 2.1989 4.3284 2.2450 -0.07 -0.03 0.08 0.212
H 0.6382 4.1826 3.0872 0.09 0.08 -0.06 0.197
H 1.1433 3.4261 0.1561 -0.29 -0.01 0.04 0.183
H 0.3030 4.8936 0.6948 0.19 0.06 -0.08 0.155
H -1.2253 3.5193 1.7280 0.28 -0.22 -0.38 0.463
```
Forces are in eV/Å.

---

Record 2
Formula: C5H10S
Source: OMol25
Level of theory: ωB97M-V/def2-TZVPD

ΔE to the lowest compared entry with this formula, charge and spin ... 890.38 kJ/mol
Charge ... 0
HOMO ... -8.97 eV
Kohn-Sham gap ... 8.40 eV
Electronic energy ... -594.355956 Eh

```
16
Properties=species:S:1:pos:R:3:forces:R:3:nbo_charge:R:1
C 0.4790 1.8192 -0.4883 0.42 1.59 1.00 -0.599
C 0.7309 0.7966 0.6331 1.58 1.62 2.93 -0.608
C 0.9198 -0.6202 0.3372 -2.10 1.69 -0.30 -0.025
C -0.3655 -1.3969 0.5004 -0.08 -0.50 1.84 -0.543
C -1.4524 -1.0342 -0.5086 0.14 -2.56 -4.71 -0.636
H 1.0936 2.7987 0.4225 -2.06 -1.90 -4.09 0.252
H -1.1402 2.3013 -0.6764 4.43 -1.46 0.24 0.182
H 1.1645 1.2844 -1.5573 -2.33 2.50 3.16 0.263
H 1.9570 0.9115 0.8003 -3.15 1.10 0.63 0.260
H -0.0776 1.0255 1.6353 2.75 -0.70 -2.89 0.233
H 0.2308 -2.2659 0.4882 -1.32 -2.90 -0.88 0.243
H -0.8924 -1.4263 1.5099 1.37 0.69 -0.73 0.230
H -0.8168 -0.9837 -1.5406 -1.73 0.79 2.07 0.220
H -2.1051 -0.0702 -0.3211 1.44 -2.30 -0.33 0.248
H -2.0818 -2.1134 -0.9291 1.27 3.44 1.99 0.238
S 2.3562 -1.0264 -0.3056 -0.61 -1.10 0.05 0.043
```
Forces are in eV/Å.

---

Record 3
Formula: C6H10O
Source: OMol25
Level of theory: ωB97M-V/def2-TZVPD

ΔE to the lowest compared entry with this formula, charge and spin ... 180.73 kJ/mol
Charge ... 0
HOMO ... -8.43 eV
Kohn-Sham gap ... 9.17 eV
Electronic energy ... -309.773533 Eh

```
17
Properties=species:S:1:pos:R:3:forces:R:3:nbo_charge:R:1
C -0.8191 0.5262 2.2374 -0.55 -0.32 0.81 -0.209
C -0.1741 0.0138 3.2849 0.20 0.26 -0.84 -0.383
C 0.3054 -0.4683 0.2689 0.95 -0.07 0.21 -0.184
C -0.7746 0.0520 0.8502 0.13 0.28 -0.25 -0.236
C 0.8060 -1.8508 -1.7486 0.72 -0.66 -0.28 -0.368
C 0.4265 -0.7179 -1.1852 -1.25 0.07 0.79 -0.229
H -1.5195 1.3232 2.4712 -0.04 0.09 -0.32 0.199
H -0.2536 0.4500 4.2643 -0.03 -0.01 0.19 0.201
H 0.5190 -0.7892 3.1135 0.17 -0.39 0.28 0.187
H 1.1746 -0.6559 0.8998 0.01 0.04 -0.08 0.197
H -1.6696 0.2052 0.2512 0.08 0.20 -0.02 0.202
H 1.3479 -2.6301 -1.2168 -0.36 0.08 0.38 0.187
H 0.6547 -2.1204 -2.7880 0.10 0.59 -0.12 0.201
H -0.0276 0.1024 -1.7191 -0.10 -0.29 -0.68 0.229
H 0.7141 2.3296 -3.2594 0.10 -0.22 -0.16 0.471
H -0.6095 2.4054 -2.5713 -0.14 -0.22 -0.10 0.468
O -0.1006 1.8247 -3.1531 -0.01 0.58 0.19 -0.932
```
Forces are in eV/Å.

---

Record 4
Formula: C4H15NO3
Source: OMol25
Level of theory: ωB97M-V/def2-TZVPD

ΔE to the lowest compared entry with this formula, charge and spin ... 94.43 kJ/mol
Charge ... 0
HOMO ... -8.96 eV
Kohn-Sham gap ... 9.49 eV
Electronic energy ... -441.845908 Eh

```
23
Properties=species:S:1:pos:R:3:forces:R:3:nbo_charge:R:1
C -0.7415 1.4575 0.2598 0.37 -0.47 -0.60 -0.609
C -0.0639 0.2215 0.8782 -0.01 1.74 0.09 -0.058
C 0.3714 -0.7210 -0.2029 0.07 -2.45 -0.08 -0.451
C 0.5181 -2.1643 0.3023 0.55 0.28 0.52 -0.052
O 1.6895 -2.2837 1.1331 -0.46 -0.15 0.18 -0.733
N 1.0880 0.6448 1.6656 0.31 0.26 -0.61 -0.880
H 0.0197 1.9946 -0.3006 0.06 0.34 0.21 0.193
H -1.1755 2.0852 1.0180 -0.08 0.40 0.28 0.205
H -1.4939 1.2005 -0.4871 -0.21 -0.16 0.23 0.212
H -0.7973 -0.2001 1.5563 -0.33 -0.76 -0.04 0.166
H -0.3384 -0.8033 -1.0182 -0.33 0.44 -0.22 0.209
H 1.3526 -0.5773 -0.6560 0.01 0.98 0.07 0.231
H -0.3776 -2.4847 0.8382 -0.04 -0.07 0.10 0.154
H 0.7031 -2.8652 -0.4971 -0.15 -0.07 -0.49 0.180
H 1.4104 -2.1458 2.0432 0.16 0.06 0.00 0.467
H 0.9780 0.8627 2.6400 -0.07 -0.23 -0.02 0.373
H 1.9195 0.1407 1.4151 0.16 -0.07 0.47 0.383
H 1.8696 2.3645 -1.3824 -0.26 -0.18 -0.05 0.475
H 0.9489 1.5691 -2.3652 -0.09 0.08 0.28 0.473
O 1.8029 1.9968 -2.2699 0.41 0.08 -0.26 -0.943
H -3.7484 0.4453 -1.3747 0.05 0.19 -0.45 0.467
H -2.8444 -0.7166 -1.2831 0.18 -0.03 -0.44 0.463
O -3.0909 -0.0214 -1.9126 -0.29 -0.22 0.86 -0.925
```
Forces are in eV/Å.

---

Record 5
Formula: C18H28CeN
Source: OMol25
Level of theory: ωB97M-V/def2-TZVPD

Spin multiplicity ... 2
ΔE to the lowest compared entry with this formula, charge and spin ... 37.82 kJ/mol
<S²> ... 0.7515
Charge ... +2
HOMO (spin up / spin down) ... -15.74 / -15.74 eV
Kohn-Sham gap (spin up / spin down) ... 8.61 / 8.72 eV
Electronic energy ... -1231.981016 Eh

```
48
Properties=species:S:1:pos:R:3:forces:R:3:lowdin_spin:R:1
C 1.7751 2.5833 -0.1637 -0.04 -0.24 0.52 0.000
H 2.1508 3.1094 0.7356 -0.41 -0.15 -0.49 0.000
H 2.3919 2.9091 -1.0082 -0.14 -0.07 0.13 0.000
H 2.0177 1.5295 -0.0237 0.12 -0.42 0.18 0.000
C 0.2824 2.8257 -0.4734 0.34 0.68 0.11 0.000
H -0.1538 1.9930 -1.0544 0.04 0.03 -0.12 0.000
H -0.3589 2.9576 0.4091 0.30 0.00 0.07 0.000
C 0.2736 4.0937 -1.3363 -0.38 0.30 -0.48 0.000
H -0.6996 4.5041 -1.6287 0.01 -0.31 0.32 0.000
H 0.8288 4.9081 -0.8432 -0.15 -0.40 -0.10 0.000
H 0.7866 3.8496 -2.2713 0.06 0.21 0.07 0.000
C -0.6406 -2.4396 -1.1792 1.00 0.45 -1.37 -0.005
C -1.0546 -1.3054 -1.9865 1.58 -0.58 -0.39 -0.004
C 0.1103 -0.4970 -2.2490 0.35 -1.51 -0.67 0.003
C 1.2353 -1.1054 -1.5840 -0.77 -1.50 -1.75 -0.002
C 0.7736 -2.3105 -0.9366 -0.23 0.13 -1.78 -0.006
C 1.6417 -3.1954 -0.1114 0.17 0.02 0.31 -0.001
C 2.6664 -0.7972 -1.8666 0.45 0.37 0.24 0.000
C 0.2287 0.6515 -3.2039 -0.03 0.33 -0.18 0.001
C -2.4498 -0.8204 -2.1450 -0.17 0.06 -0.42 -0.001
C -1.5363 -3.3442 -0.4062 -0.18 0.09 0.38 -0.001
Ce -0.3623 -0.5122 0.1728 -1.04 3.41 4.68 1.019
H 3.3046 -1.0957 -1.0266 0.03 0.15 -0.28 0.000
H 2.9987 -1.3575 -2.7588 -0.17 0.20 0.35 0.000
H 2.8259 0.2709 -2.0614 0.03 -0.29 0.04 0.000
H 2.6260 -2.7337 0.0327 -0.24 -0.25 0.03 0.000
H 1.2130 -3.4000 0.8831 0.11 -0.13 -0.15 0.000
H 1.7930 -4.1543 -0.6181 -0.05 0.06 0.18 0.000
H -2.5180 -2.8754 -0.2129 0.19 -0.27 -0.03 0.000
H -1.7234 -4.2828 -0.9383 -0.04 0.11 0.09 0.000
H -1.0588 -3.6142 0.5528 -0.28 -0.08 -0.22 0.000
H -2.4625 0.1710 -2.6235 -0.14 -0.37 0.26 0.000
H -3.0238 -1.5037 -2.7849 -0.09 0.16 0.31 0.000
H -2.9735 -0.7662 -1.1672 -0.10 0.05 -0.20 0.000
H 0.9691 1.3930 -2.8653 -0.29 -0.23 -0.15 0.000
H 0.5730 0.2842 -4.1872 -0.18 0.08 0.38 0.000
H -0.7354 1.1568 -3.3568 0.35 -0.05 -0.02 0.000
C -1.3672 0.3625 5.3565 -0.13 0.22 0.30 0.000
C -0.8306 1.4496 4.6731 0.37 0.40 -0.79 0.000
C -0.4884 1.3133 3.3190 -0.54 -1.02 0.25 0.000
N -0.7026 0.1365 2.6480 0.33 0.28 0.88 -0.003
C -1.1829 -0.9337 3.3388 0.10 1.25 0.33 0.000
C -1.5408 -0.8409 4.6875 0.05 -0.57 -0.68 0.000
H -1.6571 0.4623 6.4146 0.19 -0.09 -0.65 0.000
H -0.6739 2.4207 5.1537 -0.06 -0.48 -0.10 0.000
H -0.0385 2.1329 2.7438 -0.30 -0.35 0.29 0.000
H -1.2741 -1.8670 2.7731 -0.14 0.13 0.27 0.000
H -1.9589 -1.7160 5.1782 0.13 0.20 0.00 0.000
```
Forces are in eV/Å.

---

Record 6
Formula: C20H50BeNO2P2Si4
Source: OMol25
Level of theory: ωB97M-V/def2-TZVPD

ΔE to the lowest compared entry with this formula, charge and spin ... 0.00 kJ/mol
Charge ... +1
HOMO ... -8.80 eV
Kohn-Sham gap ... 5.22 eV
Electronic energy ... -2852.603546 Eh

```
80
Properties=species:S:1:pos:R:3:forces:R:3:mulliken_charge:R:1
Be 0.3364 -0.5353 -1.4792 -0.75 1.00 2.19 -0.972
P 2.5194 -0.9015 -1.0416 0.98 -0.72 -1.11 0.897
C 2.7522 -1.3073 -2.8376 0.37 0.16 0.14 -1.387
C 1.5032 -1.8106 -3.4744 0.16 -0.11 -0.40 0.489
N 0.3345 -1.4237 -2.9243 -0.01 0.10 -0.37 0.622
C -0.8062 -1.6161 -3.6249 -0.42 -0.37 -0.13 0.670
C -0.8390 -2.3999 -4.7711 0.35 0.21 0.00 -0.883
C 0.3661 -2.8653 -5.3120 -0.24 -0.05 0.24 -0.665
C 1.5517 -2.5306 -4.6552 -0.20 0.01 0.05 -0.854
C -2.0499 -0.9503 -3.1102 -0.11 -0.50 0.09 -1.624
P -1.5922 0.4263 -1.9624 -0.40 0.26 -1.68 1.310
H 2.5466 -2.7830 -5.0053 -0.28 -0.15 -0.28 0.523
H -1.8279 -2.5859 -5.1936 0.50 -0.02 -0.19 0.531
H 0.3725 -3.4616 -6.2290 0.03 0.24 0.36 0.436
H -2.6854 -0.5769 -3.9346 0.36 -0.23 0.28 0.595
H -2.6497 -1.6953 -2.5596 0.14 0.26 -0.03 0.518
H 3.0337 -0.3404 -3.3207 -0.16 -0.64 0.16 0.471
H 3.5873 -2.0186 -2.9544 -0.31 0.30 -0.12 0.637
H 1.8984 3.8420 -3.4693 0.30 -1.40 -0.92 0.306
O 2.1261 3.0100 -3.9821 0.78 1.55 0.11 -0.573
H 2.9078 3.2559 -4.5456 -1.21 -0.24 0.88 0.291
H -0.2094 4.4517 -1.2449 0.05 0.41 -1.88 0.331
O -0.1761 4.6087 -2.2407 -0.30 0.31 1.84 -0.645
H -0.6393 5.4617 -2.3684 0.37 -0.63 0.14 0.313
C -1.3527 1.7532 -3.2073 -0.24 0.31 -0.18 -1.356
H -2.2495 1.8386 -3.8526 0.45 -0.01 0.27 0.354
H -1.1363 2.7393 -2.7611 -0.12 -0.48 -0.10 0.329
H -0.4729 1.4933 -3.8232 -0.35 0.08 0.19 0.463
C -3.2803 0.6414 -1.2907 -0.05 0.12 0.45 -1.062
H -3.3849 1.5928 -0.7583 0.02 -0.31 -0.13 0.505
H -4.0375 0.5954 -2.0935 0.55 0.10 0.10 0.531
H -3.4926 -0.1875 -0.6009 0.17 0.30 -0.13 0.136
C 2.6957 -2.6129 -0.3852 -0.04 0.06 0.14 -1.217
H 3.6414 -3.0429 -0.7582 -0.35 0.21 0.15 0.464
H 2.6859 -2.6453 0.7132 -0.06 0.06 -0.40 0.282
H 1.8552 -3.2153 -0.7598 0.23 0.11 0.17 0.361
C 4.2103 -0.2087 -0.9089 0.20 0.42 0.19 -1.324
H 4.5348 -0.0346 0.1213 -0.15 -0.06 -0.37 0.436
H 4.9206 -0.8894 -1.4072 -0.34 0.15 0.23 0.431
H 4.2046 0.7388 -1.4620 0.10 -0.10 0.22 0.385
C 3.3076 0.2905 2.3559 0.32 0.23 0.11 -1.183
Si 1.5410 0.8153 2.7651 -0.75 -0.25 -0.17 0.570
C 1.2177 0.1566 4.5106 0.16 0.10 0.06 -1.061
C 1.4598 2.7122 2.7547 0.38 0.09 0.06 -1.153
Si -0.1607 0.0693 1.2146 -0.16 -0.45 0.62 0.334
Si -1.0254 -1.9527 2.0810 0.66 1.26 -0.04 0.031
C -1.7497 -1.8212 3.8089 -0.23 -0.41 0.10 -0.947
C -2.3351 -2.5122 0.8614 -0.31 -0.52 0.05 -0.912
C 0.3276 -3.2361 2.1399 -0.07 -0.62 0.06 -1.166
Si -1.8687 1.4833 2.2714 0.65 -0.52 -0.58 0.410
C -1.7223 1.9975 4.1094 -0.01 0.04 -0.06 -1.376
C -1.7633 3.0132 1.1735 -0.46 0.64 0.25 -0.970
C -3.6262 0.7952 2.1264 -0.23 0.20 0.14 -1.193
H 3.9621 0.3518 3.2402 -0.24 0.03 -0.18 0.517
H 3.7294 0.9745 1.6072 -0.08 -0.20 0.12 0.193
H 3.3665 -0.7424 1.9956 -0.01 0.13 -0.01 0.307
H 2.0338 0.4858 5.1726 -0.15 -0.08 -0.12 0.435
H 0.2793 0.5182 4.9432 0.19 -0.16 -0.13 0.269
H 1.2088 -0.9422 4.5138 0.01 0.24 0.02 0.253
H 1.5220 3.0991 1.7273 0.08 -0.10 0.20 0.223
H 0.5452 3.1176 3.1974 0.23 -0.16 -0.15 0.227
H 2.3019 3.1281 3.3278 -0.12 -0.03 -0.14 0.439
H -2.5902 -1.1292 3.8941 0.13 -0.06 -0.02 0.227
H -2.1222 -2.8177 4.0804 -0.01 0.10 0.13 0.469
H -0.9995 -1.5365 4.5516 -0.05 -0.04 -0.14 0.266
H -1.9667 -2.5267 -0.1703 0.09 0.02 0.07 -0.052
H -2.6353 -3.5361 1.1160 -0.11 0.05 -0.12 0.483
H -3.2343 -1.8932 0.8934 0.03 0.01 0.04 0.241
H 0.5421 -3.6291 1.1397 0.01 0.03 0.16 0.234
H 1.2548 -2.8592 2.5808 -0.10 0.02 -0.02 0.250
H -0.0194 -4.0725 2.7578 0.17 -0.08 -0.08 0.467
H -0.7959 2.5107 4.3892 -0.24 -0.21 -0.10 0.387
H -2.5436 2.6947 4.3383 0.09 -0.17 -0.16 0.491
H -1.8387 1.1414 4.7864 -0.03 0.10 -0.21 0.343
H -1.8918 2.7606 0.1121 0.08 0.04 0.25 0.052
H -2.5797 3.6898 1.4675 0.16 0.14 -0.23 0.468
H -0.8140 3.5535 1.2955 -0.21 -0.19 -0.01 0.310
H -4.0319 0.8840 1.1152 0.03 -0.01 0.29 0.392
H -3.7244 -0.2491 2.4425 0.02 0.26 -0.07 0.234
H -4.2635 1.4033 2.7873 0.04 -0.18 -0.15 0.440
```
Forces are in eV/Å.

---

Q: What is the electronic energy in the second record?
A: -594.355956 Eh

---

Q: Which of these has the lowest electronic energy?
A: C20H50BeNO2P2Si4

---

Q: Which value of charge does entry 4 give?
A: 0